(1)
Molecular formula: C8H29O8
Method: DFT, wB97M-V/def2-TZVPD

Output
Total charge: -3
Multiplicity: 1
ΔE to the lowest compared entry with this formula, charge and spin, kcal per mole: 23.6

Last column: Mulliken charge in e.
CARTESIAN COORDINATES (ANGSTROEM)
C1 -0.49678 -0.01710 4.33181  -0.3813
O1 -1.68291 0.63421 4.56048  -0.9857
H1 0.35617 0.63882 4.50599  0.1636
H2 -0.32154 -0.87097 4.98626  0.2871
H3 -0.42353 -0.33649 3.29223  -0.0646
C2 -2.38297 -3.36102 -2.29760  -0.4178
O2 -2.90728 -2.45479 -3.20113  -0.9522
H4 -3.14716 -4.00233 -1.85847  0.2064
H5 -1.66538 -4.01527 -2.79270  0.2194
H6 -1.80507 -2.95817 -1.46583  0.0118
C3 -0.65209 -0.00565 0.04595  -0.0167
O3 -2.05174 0.06941 0.18027  -0.9130
H7 -0.02834 0.20118 0.91558  -0.1253
H8 -0.39859 -1.02479 -0.24594  0.2689
H9 -0.27148 0.72165 -0.67118  -0.1682
C4 -0.09323 3.33054 1.54846  -0.1944
O4 -1.44000 3.59897 1.71843  -0.4538
H10 0.21039 2.46890 2.14301  0.0295
H11 0.16479 2.97821 0.54978  0.0215
H12 0.51416 4.14218 1.94898  0.3448
H13 -1.59835 4.48031 1.37236  0.2602
C5 -0.62782 1.52946 -4.14178  -0.4619
O5 -1.25996 0.36192 -3.68134  -0.3504
H14 0.17388 1.38772 -4.86655  0.2320
H15 -1.36338 2.13439 -4.67197  0.2555
H16 -0.23126 2.09507 -3.29862  0.0896
H17 -0.73331 -0.41585 -3.87961  0.2344
C6 -1.37662 -3.32295 2.06798  -0.3776
O6 -2.40960 -2.48015 1.52254  -0.4681
H18 -0.41455 -2.81759 1.98352  -0.0802
H19 -1.50426 -3.52697 3.13108  0.2896
H20 -1.22339 -4.22967 1.48277  0.2979
H21 -1.94567 -1.81156 1.01327  0.2241
C7 2.83161 -1.08463 2.07660  -0.2820
O7 3.41993 -2.24221 2.45476  -0.5395
H22 2.28700 -0.59579 2.88441  0.0715
H23 3.57044 -0.40549 1.65117  0.2795
H24 2.07572 -1.34850 1.33694  0.1716
H25 4.12681 -2.45247 1.84018  0.2914
C8 2.55545 2.15078 -3.08079  -0.3938
O8 2.24740 3.37079 -3.65956  -0.5024
H26 3.50180 2.21231 -2.54344  0.2967
H27 1.76051 1.90398 -2.37705  0.0457
H28 2.64146 1.40141 -3.86765  0.2191
H29 2.01864 3.96811 -2.94369  0.3170

Cartesian forces (eV/Å) of the 3 atoms listed first:
C -2.01 1.26 -0.07
O 0.46 -0.22 0.63
H 1.23 0.60 0.12

(2)
Molecular formula: C8H30BrN2O6
Method: DFT, wB97M-V/def2-TZVPD

Output
Total charge: -1
Multiplicity: 1
ΔE to the lowest compared entry with this formula, charge and spin, kcal per mole: 20.3

Last column: Mulliken charge in e.
CARTESIAN COORDINATES (ANGSTROEM)
Br1 0.66555 0.06448 1.34103  -0.8378
O1 -2.19097 -1.83683 2.77585  -0.6637
H1 -2.68639 -1.07105 2.48539  0.4429
H2 -1.28191 -1.53834 2.80313  0.2827
O2 -0.02859 0.77079 4.77257  -0.6791
H3 0.16904 0.53222 3.86689  0.2579
H4 -0.41594 -0.01909 5.14976  0.2942
O3 3.74211 0.40631 2.70449  -0.6216
H5 2.89434 0.29977 2.27303  0.3015
H6 3.99911 1.30749 2.50940  0.2909
O4 0.35737 2.39413 -1.06245  -0.7138
H7 0.63301 1.72894 -0.43176  0.1337
H8 -0.49595 2.09142 -1.37301  0.4469
C1 2.62739 0.24147 -2.55289  -1.2221
C2 2.56323 -1.29720 -2.69182  0.8506
C3 3.75819 -1.94338 -3.45365  -0.8242
O5 3.40126 -3.11061 -4.27014  -0.3644
C4 3.03618 -4.30969 -3.54145  -0.6996
N1 2.38390 -1.65026 -1.26481  -0.5605
H9 1.93270 0.75201 -1.88591  0.2323
H10 2.34490 0.68916 -3.50571  0.3702
H11 3.62918 0.49773 -2.20815  0.2987
H12 1.67154 -1.52974 -3.27398  0.2018
H13 4.59433 -2.24644 -2.82346  0.3913
H14 4.17599 -1.14958 -4.07285  0.3248
H15 3.90686 -4.62958 -2.96901  0.3124
H16 2.81661 -5.07289 -4.28805  0.2626
H17 2.17034 -4.32952 -2.87962  0.2503
H18 1.66864 -1.06702 -0.85453  0.0708
H19 2.07664 -2.58496 -1.03671  0.2297
C5 -4.15318 2.30235 -0.44908  -1.8179
C6 -2.76817 2.16696 0.11665  0.9416
C7 -2.64432 1.96706 1.63305  -0.8349
O6 -3.25724 0.77792 2.19685  -0.3907
C8 -3.52121 0.80759 3.59864  -0.6967
N2 -2.20694 1.12225 -0.66492  -0.7414
H20 -4.22055 2.38790 -1.53362  0.4394
H21 -4.66453 3.20364 -0.11100  0.4381
H22 -4.83395 1.52044 -0.11252  0.3349
H23 -2.32596 3.12123 -0.16956  0.2599
H24 -3.22343 2.80984 2.01049  0.4286
H25 -1.60780 1.93525 1.96879  0.3871
H26 -4.12456 -0.05697 3.87539  0.3101
H27 -3.88232 1.74900 4.01270  0.3649
H28 -2.55638 0.62350 4.07121  0.2052
H29 -2.78033 0.31098 -0.48276  0.3495
H30 -1.34801 0.86123 -0.20209  -0.0369

Cartesian forces (eV/Å) of the 3 atoms listed first:
Br -0.19 -0.04 0.19
O -0.25 -0.75 0.43
H 0.05 0.41 -0.40

(3)
Molecular formula: C8H31CuN2O7
Method: DFT, wB97M-V/def2-TZVPD

Output
Multiplicity: 1
ΔE to the lowest compared entry with this formula, charge and spin, kcal per mole: 0.0

Last column: Mulliken charge in e.
CARTESIAN COORDINATES (ANGSTROEM)
Cu1 0.13797 4.03538 0.60152  0.3825
O1 0.59983 2.03099 0.92020  0.0880
H1 0.40988 1.37247 0.24553  -0.2453
C1 -0.35828 -0.95831 -3.17137  -1.3827
C2 -1.49970 -0.60594 -2.24760  1.5278
C3 -1.87682 0.85881 -2.31703  -0.8422
O2 -2.96294 1.07433 -1.43020  -0.4320
C4 -3.54238 2.36312 -1.56236  -0.7473
N1 -2.65205 -1.49558 -2.50594  -0.8198
H2 -0.49264 -0.50697 -4.16046  0.4113
H3 -0.27215 -2.03617 -3.26768  0.3914
H4 0.57835 -0.53865 -2.79276  0.1847
H5 -1.23538 -0.85859 -1.21421  -0.4767
H6 -2.13507 1.10534 -3.35414  0.5549
H7 -1.01237 1.45109 -1.97273  0.2127
H8 -4.32238 2.43951 -0.81209  0.2795
H9 -3.92121 2.51104 -2.57657  0.3256
H10 -2.78172 3.13403 -1.36883  0.2206
H11 -2.99158 -1.35738 -3.45583  0.2664
H12 -3.41177 -1.21898 -1.89245  0.2804
C5 1.24440 -2.83713 3.02303  -1.6102
C6 1.31225 -1.61643 2.13052  0.7165
C7 0.65094 -1.88621 0.76896  -0.0425
O3 1.24291 -2.90462 -0.00044  -0.4376
C8 2.50788 -2.56827 -0.51418  -0.6066
N2 0.70358 -0.45120 2.77561  -0.5946
H13 1.95205 -3.60186 2.69672  0.3309
H14 0.27534 -3.34726 2.97937  0.3474
H15 1.45312 -2.55658 4.05422  0.4286
H16 2.36562 -1.41386 1.91795  0.2319
H17 0.58379 -0.97692 0.14757  -0.1782
H18 -0.37688 -2.19694 0.98902  0.4261
H19 2.98840 -3.50731 -0.78426  0.2775
H20 3.14648 -2.06386 0.21366  0.2723
H21 2.41103 -1.93202 -1.40168  0.1721
H22 -0.26314 -0.68429 2.99913  0.3619
H23 0.63331 0.28275 2.07313  -0.0404
O4 -2.06859 0.90836 1.22743  -0.7161
H24 -1.16660 1.25803 1.13494  0.1651
H25 -2.37289 0.79581 0.31004  0.5027
O5 0.27044 3.32851 3.21555  -0.7416
H26 -0.41495 2.88875 3.73025  0.3555
H27 0.46099 2.68966 2.50061  0.4002
O6 2.29191 1.34632 -1.49307  -0.6341
H28 3.18670 1.21103 -1.16077  0.3122
H29 1.76689 1.47291 -0.69441  0.2590
O7 3.28649 1.98904 1.61202  -0.6824
H30 2.32754 2.04205 1.42678  0.2195
H31 3.34340 1.53199 2.45729  0.3250

Cartesian forces (eV/Å) of the 3 atoms listed first:
Cu 0.28 -1.50 0.52
O -0.29 1.25 -0.71
H -0.22 0.08 -0.03

(4)
Molecular formula: C8H31N2O6
Method: DFT, wB97M-V/def2-TZVPD

Output
Total charge: +1
Multiplicity: 1
ΔE to the lowest compared entry with this formula, charge and spin, kcal per mole: 0.0

Last column: Mulliken charge in e.
CARTESIAN COORDINATES (ANGSTROEM)
O1 0.33011 -1.49109 0.12455  -0.2917
H1 -0.13647 -2.05788 -0.53439  0.4381
H2 -0.27153 -0.82106 0.60734  0.5140
H3 1.14854 -1.06911 -0.24265  0.3266
C1 1.74242 0.27479 -4.29061  -1.8121
C2 1.13291 -0.21221 -2.95618  0.9656
C3 -0.35639 -0.01787 -3.00504  -1.2602
O2 -0.98496 0.02947 -1.74080  0.2281
C4 -2.38668 0.22724 -1.80514  -0.9670
N1 1.48398 -1.59875 -2.61604  -0.5645
H4 1.72126 1.33509 -4.55095  0.4157
H5 1.30425 -0.25566 -5.13891  0.3923
H6 2.82140 0.09910 -4.26324  0.4396
H7 1.68772 0.33964 -2.19284  0.0105
H8 -0.86023 -0.85157 -3.52652  0.4784
H9 -0.62551 0.81430 -3.66884  0.3995
H10 -2.90799 -0.32879 -2.58440  0.3801
H11 -2.53085 1.31056 -1.88688  0.3465
H12 -2.83607 0.01197 -0.83518  0.2403
H13 2.45505 -1.61828 -2.30618  0.2622
H14 1.59797 -2.18678 -3.44319  0.2420
C5 0.50084 2.16484 0.64870  -1.2342
C6 0.09780 1.29707 1.82781  0.4721
C7 -0.25889 2.07479 3.11656  -1.0013
O3 -0.64476 1.07471 4.04997  -0.3198
C8 -1.03686 1.65747 5.29550  -0.7735
N2 -1.05676 0.44000 1.43699  -0.5395
H15 1.33099 2.73333 1.07707  0.4401
H16 -0.25730 2.84246 0.24990  0.3600
H17 0.74470 1.56648 -0.22840  0.1303
H18 0.94511 0.69189 2.16129  0.1928
H19 -1.04043 2.83315 3.04322  0.4245
H20 0.72294 2.41643 3.46766  0.4391
H21 -1.49572 0.92785 5.95612  0.2535
H22 -1.78009 2.44688 5.15875  0.3125
H23 -0.17639 2.11323 5.78612  0.3089
H24 -1.67705 1.06823 0.93014  0.2430
H25 -1.55768 0.31254 2.32037  0.2209
O4 2.77811 -0.59256 0.20197  -0.5535
H26 3.53731 -0.00068 0.25846  0.2593
H27 2.91100 -1.23457 0.91425  0.2555
O5 -1.22751 -3.15612 -1.51000  -0.6214
H28 -1.94208 -3.80305 -1.52165  0.2886
H29 -1.28863 -2.70164 -2.35895  0.2476
O6 -0.29103 -3.27414 2.68714  -0.5970
H30 -1.17854 -3.05777 2.38209  0.2973
H31 -0.18800 -2.77390 3.50499  0.3099

Cartesian forces (eV/Å) of the 3 atoms listed first:
O 0.50 -0.34 0.27
H -0.15 0.02 -0.17
H -0.56 0.49 0.08

no.,HOMO-LUMO gap (eV),molar mass (g mol⁻¹),LUMO energy (eV)
1,2.699,253.3,6.0
2,8.852,330.2,3.0
3,6.888,330.9,-2.0
4,10.526,251.3,-2.4